Entry 1:
The following is a DFT calculation (ωB97M-V with the def2-TZVPD basis set) of a cluster of 2 separate species, C4H13N2OS in total at a distorted geometry.

```
21
Properties=species:S:1:pos:R:3:forces:R:3
C -0.2556 -1.2159 2.2170 -0.3 2.0 0.2
N -0.6888 0.0264 1.4708 2.2 -0.9 0.5
C -0.1391 -0.0624 0.0595 -1.0 2.0 0.9
C -1.2826 -0.5004 -0.8189 1.3 0.7 -3.7
S -0.5823 -1.1423 -2.4399 0.0 -0.1 -0.2
C 0.2365 1.3894 -0.3569 -0.4 1.1 -1.2
N 1.0339 1.5954 -1.5965 0.6 -0.4 0.5
H -0.1702 -0.9952 3.3143 -1.3 -0.6 -0.6
H -0.8136 -2.0951 1.8567 0.4 0.0 0.7
H 0.8113 -1.2719 2.0654 0.3 -0.7 -0.8
H -1.6848 0.0969 1.3724 -0.4 -0.3 0.2
H 0.8045 -0.6584 0.0405 -1.1 -0.1 -0.1
H -1.9533 0.3184 -1.2028 0.6 -0.4 1.1
H -1.8727 -1.3125 -0.5532 -0.9 -1.3 1.5
H 0.7569 2.0089 0.3738 0.2 -0.7 0.7
H -0.6950 1.9809 -0.4803 0.2 -0.5 0.0
H 0.5769 1.3129 -2.4511 -0.9 -0.2 0.1
H 1.7507 0.8726 -1.5726 0.3 0.2 0.1
H 1.0692 1.1041 3.4416 0.1 0.0 -0.2
H 1.7049 0.6092 2.1685 -0.1 0.2 0.0
O 1.9343 0.9356 3.0459 0.0 0.0 0.2
```
Positions in Å, forces in eV/Å.

Output
* gap between HOMO and LUMO: 6.087 eV
* total charge: -1
* HOMO energy: -2.61 eV


Entry 2:
The following is a DFT calculation (ωB97M-V with the def2-TZVPD basis set) of a structure of composition C44H59BrCl2N3O3PtSb at a distorted geometry.

```
114
Properties=species:S:1:pos:R:3:forces:R:3
Pt -0.6658 1.2904 -0.2376 -1.6 1.5 1.0
Br -2.0550 2.3885 1.8111 0.4 0.2 -1.1
C -2.5397 3.9060 0.7012 -0.1 0.1 0.4
C -3.1365 4.9690 1.3159 0.2 -0.5 0.1
C -3.5679 6.0554 0.5422 0.0 0.1 -0.4
C -3.4244 6.0212 -0.8171 -0.1 0.0 0.3
C -2.8177 4.9224 -1.4617 0.2 -0.4 0.1
C -2.7276 4.8515 -2.8670 0.0 -0.1 -0.3
C -2.1768 3.7634 -3.4819 -0.1 0.4 0.0
C -1.6307 2.7237 -2.7144 0.1 -0.3 0.4
C -1.6556 2.7617 -1.3432 0.7 -1.7 0.2
C -2.3123 3.8322 -0.6884 -0.1 0.1 0.4
H -3.2801 4.9763 2.3839 0.0 0.0 0.1
H -4.0367 6.8931 1.0335 0.0 0.1 0.0
H -3.7964 6.8289 -1.4283 0.0 0.1 0.0
H -3.1277 5.6602 -3.4588 0.0 0.1 0.0
H -2.1501 3.7016 -4.5592 0.0 0.0 -0.1
H -1.1944 1.8807 -3.2348 0.1 0.0 0.0
C -4.6583 -0.0924 2.6722 0.1 -0.1 0.0
C -4.2278 -1.5429 2.7141 1.4 -0.2 0.5
C -4.8617 -2.2677 3.8797 -0.2 0.0 -0.1
C -4.5145 -2.2278 1.3925 0.1 -0.1 0.1
Sb -1.9065 -1.5367 2.9662 0.0 0.0 -0.3
C -1.3125 -0.8844 5.1290 -0.5 -0.6 -1.1
C -1.7874 0.5423 5.2827 -0.1 -0.1 -0.1
C 0.1971 -0.9504 5.2139 -0.1 -0.1 -0.1
C -1.9850 -1.8143 6.1090 0.0 0.0 0.2
C -1.2164 -3.7249 2.5636 -0.5 1.1 0.4
C 0.0970 -3.9735 3.2762 -0.1 0.1 -0.1
C -1.0458 -3.8145 1.0572 0.0 0.1 0.1
C -2.2711 -4.6841 3.0650 0.0 -0.1 -0.1
H -5.7456 -0.0370 2.6107 -0.2 0.0 0.0
H -4.2425 0.4163 1.8056 0.0 0.1 -0.1
H -4.3524 0.4381 3.5711 0.0 0.1 0.0
H -5.9319 -2.3583 3.6905 -0.3 0.0 0.0
H -4.7475 -1.7117 4.8063 0.0 0.0 0.1
H -4.4662 -3.2706 4.0112 0.0 -0.1 0.1
H -5.5728 -2.1205 1.1536 -0.2 0.0 0.0
H -4.2956 -3.2917 1.4324 0.0 -0.1 -0.1
H -3.9410 -1.7776 0.5823 0.1 0.0 -0.1
H -1.3574 1.1850 4.5180 0.1 0.2 -0.1
H -1.4654 0.9203 6.2528 0.0 0.1 0.2
H -2.8711 0.6191 5.2403 -0.1 0.1 0.0
H 0.6539 -0.3629 4.4194 0.1 0.0 -0.1
H 0.5648 -1.9719 5.1727 0.1 0.0 -0.1
H 0.5155 -0.5253 6.1661 0.0 0.1 0.2
H -3.0658 -1.7062 6.0931 -0.1 -0.1 0.0
H -1.6437 -1.5626 7.1143 0.0 0.0 0.2
H -1.7296 -2.8559 5.9286 0.0 -0.1 0.0
H 0.8464 -3.2216 3.0344 0.1 0.1 0.0
H 0.4899 -4.9441 2.9700 0.1 -0.2 0.0
H -0.0463 -4.0109 4.3534 0.1 0.1 0.1
H -0.3218 -3.0796 0.7037 0.1 0.1 -0.1
H -1.9916 -3.6497 0.5410 -0.1 0.0 -0.1
H -0.6765 -4.8039 0.7839 0.0 -0.2 0.0
H -2.4451 -4.5584 4.1312 -0.1 0.0 0.1
H -1.9220 -5.7046 2.9064 0.0 -0.2 0.0
H -3.2108 -4.5769 2.5308 -0.1 0.0 0.1
C 2.8942 -0.4261 0.5533 -0.4 0.1 0.2
C 1.8073 -0.5556 1.6121 0.3 -0.5 0.0
O 0.8722 0.5136 1.6641 -0.3 0.3 -0.6
C 1.4102 1.7560 2.1330 0.0 0.5 0.1
C 1.7302 2.7135 0.9903 -0.2 -0.3 0.1
H 3.5270 -1.3093 0.5794 0.1 -0.1 0.0
H 3.5144 0.4430 0.7459 0.2 0.1 0.0
H 2.4573 -0.3287 -0.4361 0.1 0.0 -0.1
H 2.2734 -0.6590 2.6019 -0.2 0.0 -0.1
H 1.1899 -1.4423 1.4272 0.1 0.0 0.1
H 2.2893 1.5651 2.7556 0.0 0.0 0.0
H 0.6352 2.1866 2.7750 0.2 0.0 -0.1
H 2.6699 2.4807 0.4986 0.0 0.0 -0.1
H 1.7651 3.7396 1.3430 0.0 0.1 0.0
H 0.9207 2.6370 0.2287 0.4 0.4 0.2
Cl 5.7289 0.0378 -1.7705 0.0 -0.1 0.3
C 6.3500 1.3909 -2.6444 -0.1 0.5 -0.3
C 7.5956 1.8879 -2.3075 0.1 0.1 -0.1
C 8.0734 3.0363 -2.9170 -0.1 -0.1 0.0
C 7.2899 3.7166 -3.8359 0.0 0.0 0.1
C 6.0476 3.2172 -4.1745 0.1 -0.5 0.2
Cl 5.0486 4.0775 -5.2989 0.0 0.1 -0.1
C 5.5638 2.0115 -3.6295 0.7 0.4 0.2
N 4.3303 1.5370 -4.0199 -0.9 0.5 0.2
C 4.0444 0.2214 -4.3432 -0.1 -0.5 -0.4
C 5.0832 -0.6822 -4.6099 -0.3 0.1 -0.2
C 4.8165 -1.9887 -4.9537 -0.2 0.1 0.1
C 3.5024 -2.4242 -5.0516 -0.2 0.0 0.0
C 2.4700 -1.5333 -4.8141 0.2 -0.2 0.0
C 2.7128 -0.2144 -4.4569 0.4 0.0 0.1
C 1.5281 0.6938 -4.1878 -0.1 -0.2 0.0
C 0.8421 0.2299 -2.9240 1.3 1.3 0.3
O 0.0161 -0.7911 -3.1460 -1.6 -1.0 0.3
O 1.0593 0.7211 -1.8352 -0.2 -0.5 -0.6
H 8.1829 1.3841 -1.5569 0.0 -0.1 0.1
H 9.0491 3.4141 -2.6596 0.1 0.0 0.0
H 7.6459 4.6279 -4.2902 0.0 0.1 -0.1
H 3.7500 2.2494 -4.4508 0.2 -0.3 0.1
H 6.1032 -0.3303 -4.5821 0.1 0.0 0.0
H 5.6282 -2.6686 -5.1586 0.1 0.0 0.0
H 3.2889 -3.4443 -5.3273 0.0 -0.1 -0.1
H 1.4449 -1.8594 -4.9092 -0.1 -0.1 -0.1
H 0.8229 0.6347 -5.0191 0.0 0.1 0.0
H 1.8339 1.7262 -4.0219 -0.2 -0.1 0.0
C -1.2397 -3.4257 -3.5169 0.1 -0.8 -0.5
N -1.6077 -2.3634 -2.6322 -2.5 1.1 0.2
C -2.8493 -1.8894 -2.3709 2.6 -2.3 -1.4
C -2.7198 -0.8047 -1.5264 2.2 2.1 1.6
N -1.4324 -0.5746 -1.2368 -2.3 0.6 -0.4
C -0.6599 -1.4623 -2.0356 1.6 0.2 -0.1
H -2.1431 -3.8829 -3.9094 0.0 -0.1 0.0
H -0.6519 -4.1770 -2.9864 0.0 0.1 0.0
H -0.6480 -3.0414 -4.3484 0.0 0.1 0.1
H -3.7303 -2.3550 -2.7617 -0.3 -0.2 -0.2
H -3.4953 -0.1757 -1.1298 -0.2 0.0 0.1
H 0.1316 -1.9778 -1.4670 -0.4 0.0 0.0
```
Positions in Å, forces in eV/Å.

Output
* gap between HOMO and LUMO (alpha / beta): 2.947 / 2.914 eV
* total charge: +2
* HOMO energy (alpha / beta): -11.68 / -11.68 eV


Entry 3:
The following is a DFT calculation (ωB97M-V with the def2-TZVPD basis set) of a cluster of 7 separate species, C46H106N6O10 in total at a distorted geometry.

```
168
Properties=species:S:1:pos:R:3:forces:R:3
C 6.2130 -3.2005 0.5121 0.6 0.4 0.7
C 4.8489 -3.9282 0.6193 0.5 0.1 -0.2
C 3.9586 -3.1375 1.5767 0.3 -0.3 0.0
C 4.2285 -4.0265 -0.7786 0.4 -0.2 -0.9
C 4.9869 -5.0179 -1.6795 -0.1 0.1 0.8
C 4.9576 -6.3812 -1.0104 -0.2 0.2 0.1
C 5.6034 -6.3848 0.3831 -0.1 -0.4 -0.6
C 5.1556 -7.6981 1.0339 0.2 0.6 1.0
C 7.1273 -6.3312 0.2337 -0.1 0.5 0.2
N 4.9940 -5.2944 1.1317 -1.1 -0.1 0.3
O 5.4466 -5.2755 2.4806 0.4 0.0 -0.3
H 6.5396 -2.9804 -0.5038 0.0 -0.2 0.0
H 6.2587 -2.2462 1.0482 -0.5 0.1 -0.1
H 6.9815 -3.7664 1.0399 0.0 -0.2 -0.3
H 3.8503 -2.1273 1.1882 -0.3 0.0 0.0
H 2.9986 -3.6373 1.7186 -0.1 0.2 -0.1
H 4.4526 -3.0599 2.5441 0.0 0.0 0.0
H 3.1805 -4.3373 -0.8298 -0.1 0.2 0.6
H 4.3180 -3.0555 -1.2751 -0.2 0.2 0.3
H 4.4700 -5.0719 -2.6380 0.3 0.1 -0.2
H 6.0038 -4.6376 -1.7799 0.0 -0.2 -0.5
H 5.4262 -7.1716 -1.5994 0.0 0.1 -0.1
H 3.8993 -6.6345 -0.8783 0.1 -0.2 0.0
H 5.3621 -8.5467 0.3869 -0.2 -0.1 0.0
H 4.1044 -7.5863 1.3104 -0.2 -0.3 -0.5
H 5.6354 -7.8478 2.0061 0.4 -0.1 -0.2
H 7.6064 -6.1945 1.2041 0.0 -0.2 0.0
H 7.4059 -5.4718 -0.3758 0.1 -0.1 -0.1
H 7.5043 -7.2274 -0.2584 0.0 -0.1 0.1
H 4.7113 -5.6745 2.9553 0.0 0.1 0.1
C -8.3512 4.8478 -5.9768 -0.6 -0.3 -0.7
C -6.8656 5.2036 -5.9511 -0.1 0.2 -0.4
C -6.4320 5.5494 -7.3862 0.2 -0.3 -0.6
C -6.5719 6.4349 -5.0989 0.0 0.4 -0.1
C -6.6187 6.2525 -3.5865 0.9 -0.3 -0.9
C -5.8176 5.0188 -3.1607 -0.5 -0.3 0.4
C -5.9523 3.7815 -4.0648 -0.5 -1.0 0.1
C -4.7187 2.9067 -3.8633 1.0 -0.8 1.1
C -7.1579 2.9489 -3.5838 -0.9 0.4 0.1
N -6.0177 4.1062 -5.4989 0.9 0.9 0.5
O -6.2947 2.9504 -6.2740 -0.3 -0.1 0.2
H -8.4823 3.9410 -6.5754 0.1 -0.2 0.4
H -8.8267 4.7082 -5.0089 0.1 0.0 0.1
H -8.9454 5.5566 -6.5628 0.2 0.4 0.3
H -7.0544 5.0421 -8.1261 0.0 0.0 0.0
H -6.4387 6.6143 -7.6259 -0.3 0.1 0.3
H -5.4075 5.2186 -7.5640 0.0 0.0 0.2
H -5.6016 6.8474 -5.3929 0.1 -0.3 0.1
H -7.2878 7.1990 -5.4186 -0.1 0.0 0.1
H -6.1239 7.1243 -3.1592 -0.5 0.1 0.3
H -7.6543 6.1541 -3.2646 0.0 0.2 0.2
H -6.2594 4.7514 -2.1945 0.3 -0.3 0.0
H -4.7580 5.1471 -2.9354 0.0 0.7 -0.4
H -4.8692 1.8364 -4.0458 -0.2 0.2 -0.6
H -4.4239 2.8632 -2.8041 -0.4 0.3 0.1
H -3.7848 3.2230 -4.3349 -0.4 0.3 -0.5
H -6.9345 2.4216 -2.6547 0.2 -0.1 -0.1
H -7.5385 2.2606 -4.3370 0.4 -0.2 0.0
H -8.0174 3.5839 -3.3432 0.1 0.1 0.0
H -5.4783 2.4431 -6.2193 0.1 0.1 -0.2
C 1.3316 -1.6988 -0.5720 -1.6 -1.1 -0.2
C 0.9947 -0.2550 -0.1355 1.4 -0.9 -0.7
C 1.8280 0.0500 1.0965 -0.2 0.7 1.3
C 1.5057 0.6475 -1.2633 -0.3 0.9 -0.1
C 0.5875 0.7087 -2.4762 0.0 -0.7 0.2
C -0.7591 1.1926 -2.0256 -0.9 1.5 -0.6
C -1.3797 0.3627 -0.9129 -1.2 -0.7 -0.5
C -2.4845 1.1799 -0.2521 -0.2 0.6 0.4
C -2.0327 -0.8883 -1.5625 1.0 -0.7 0.7
N -0.4178 -0.0276 0.1100 0.5 1.1 0.4
O -0.9331 -0.9047 1.0793 -0.1 0.2 -0.3
H 2.3204 -2.1117 -0.4063 0.2 0.6 0.1
H 0.6482 -2.3894 -0.0635 0.3 0.0 0.3
H 1.0711 -1.8871 -1.6181 0.2 0.3 -0.1
H 2.8882 -0.1351 0.9280 0.0 0.0 -0.1
H 1.7222 1.0893 1.4333 0.0 0.1 -0.6
H 1.5348 -0.4610 2.0178 -0.1 -0.6 -0.4
H 1.5997 1.6685 -0.8718 0.0 0.0 0.0
H 2.5081 0.3632 -1.5877 0.0 -0.3 0.3
H 1.0668 1.3103 -3.2469 -0.3 0.1 -0.1
H 0.4275 -0.2941 -2.8873 0.3 0.0 -0.1
H -1.5327 1.2416 -2.8051 0.3 -0.6 -0.3
H -0.7706 2.2761 -1.8273 0.6 -0.2 0.8
H -2.9559 0.6534 0.5774 0.3 0.0 0.1
H -3.3168 1.4926 -0.8899 0.3 -0.3 -0.5
H -2.0351 2.1122 0.0943 -0.1 -0.1 0.3
H -1.2354 -1.5750 -1.8745 -0.1 0.1 -0.3
H -2.6724 -0.6886 -2.4160 -0.2 0.2 0.1
H -2.5642 -1.4500 -0.7899 -0.4 0.1 -0.2
H -1.1806 -1.7093 0.6011 0.0 -0.2 0.1
C 0.1432 3.5858 1.6513 0.4 -0.1 -0.8
O -0.7428 4.6827 1.5589 0.1 -0.3 0.7
C -1.8649 4.3427 2.3579 -0.7 0.8 -0.1
C -2.8988 5.4426 2.3860 -0.2 0.8 0.3
N -2.5778 6.5208 3.3308 0.9 0.0 0.3
C -1.2504 7.1268 3.1092 -1.0 0.6 -1.4
C -1.1166 8.4078 3.8982 1.2 -0.3 0.8
O -2.0261 9.4282 3.5664 -0.2 -0.2 0.1
C -1.7496 10.0355 2.3206 -0.6 0.1 0.1
H 0.5709 3.4068 2.6452 -0.4 0.1 0.2
H 1.0059 3.7619 1.0063 -0.2 0.1 -0.2
H -0.4023 2.7052 1.3020 0.4 -0.3 0.2
H -1.5739 4.1866 3.4039 0.1 -0.4 -0.1
H -2.3639 3.4713 1.9205 0.2 -0.3 0.3
H -3.8307 5.0194 2.7675 0.0 -0.2 -0.3
H -3.0702 5.8365 1.3725 0.1 -0.2 -0.1
H -3.2014 7.3051 3.1693 -0.3 -0.2 0.2
H -1.2359 7.3948 2.0363 0.6 0.0 0.0
H -0.3943 6.4766 3.2592 -0.2 -0.2 0.4
H -0.0784 8.7721 3.8199 -0.1 0.1 -0.4
H -1.1876 8.1732 4.9652 -0.6 0.2 0.0
H -1.9513 9.3631 1.4819 0.4 -0.1 0.0
H -0.7332 10.4358 2.3114 0.1 -0.1 -0.2
H -2.4713 10.8456 2.2104 0.2 0.1 0.1
C 3.3170 1.6258 3.9911 -0.7 -1.0 0.8
O 4.4181 1.1498 4.7305 0.3 0.3 0.0
C 4.0412 0.3640 5.8358 -1.1 -0.6 0.1
C 5.1203 0.4486 6.8739 1.4 0.2 -0.2
N 5.0691 1.7853 7.4755 0.3 0.0 0.2
C 6.2809 2.1812 8.2156 -0.1 0.5 -0.6
C 6.5685 1.2454 9.3638 -0.3 0.2 -0.5
O 7.7516 1.6161 10.0225 -0.1 0.2 0.1
C 7.8927 0.9746 11.2699 1.0 -0.3 -0.4
H 2.6581 0.7811 3.7380 0.3 0.0 -0.5
H 3.6858 2.1244 3.1032 -0.1 0.2 0.0
H 2.6573 2.2215 4.6379 0.3 0.6 -0.2
H 3.7678 -0.6563 5.5242 0.6 -0.1 -0.1
H 3.0869 0.7103 6.2640 0.2 0.4 0.1
H 6.1060 0.3069 6.3864 -0.2 0.0 -0.3
H 5.1446 -0.3525 7.6124 -0.8 0.1 0.1
H 5.0925 2.4146 6.6783 -0.5 0.0 0.0
H 6.1056 3.2071 8.5479 0.0 -0.1 0.3
H 7.1317 2.2587 7.5199 0.2 -0.4 0.3
H 6.6604 0.2471 8.9155 0.1 -0.2 0.5
H 5.7052 1.2828 10.0397 0.0 -0.2 0.1
H 8.9076 1.1874 11.6112 -0.1 0.3 0.1
H 7.8981 -0.1146 11.1324 -0.5 0.0 0.2
H 7.1695 1.3154 12.0119 -0.2 -0.1 0.0
C -4.6270 -6.0027 -6.4829 1.3 0.6 -1.1
O -4.3552 -6.9054 -5.4534 0.0 -0.3 0.2
C -4.0249 -6.2439 -4.2497 0.6 0.8 -0.5
C -3.2220 -7.1410 -3.3348 -1.2 0.1 1.2
N -3.2614 -6.5433 -1.9894 0.3 0.0 -0.7
C -2.3806 -7.2323 -1.0553 -1.1 0.0 -0.4
C -2.4898 -6.5980 0.3145 0.5 0.3 0.4
O -2.3133 -5.1944 0.2949 -0.2 -0.1 0.3
C -0.9633 -4.8133 0.1658 -0.4 -0.1 -0.5
H -5.0203 -6.4974 -7.3708 -0.8 -0.2 0.5
H -3.6872 -5.6076 -6.9237 0.0 0.1 0.6
H -5.1907 -5.1259 -6.1568 -0.4 -0.2 -0.1
H -4.9432 -5.8190 -3.8225 0.0 -0.4 0.4
H -3.3917 -5.3585 -4.4259 -0.1 -0.1 -0.3
H -2.1759 -7.2091 -3.6234 -0.1 -0.2 -0.3
H -3.7107 -8.1260 -3.2987 0.4 -0.2 -0.3
H -4.2286 -6.5412 -1.6886 0.1 0.0 0.3
H -1.3920 -7.1957 -1.5131 0.2 -0.1 0.4
H -2.6844 -8.2869 -0.9473 0.3 -0.1 0.0
H -1.7682 -7.0422 1.0152 0.0 -0.1 -0.1
H -3.4738 -6.7881 0.7456 -0.1 0.1 -0.2
H -0.4844 -5.4046 -0.6211 0.3 0.0 0.1
H -0.4241 -4.9093 1.1126 0.1 0.0 0.0
H -0.9778 -3.7831 -0.1855 0.1 0.1 0.2
C 2.2288 -2.7213 -3.9552 0.1 -1.5 0.6
O 3.1940 -2.8541 -4.9788 0.2 0.5 -0.1
H 2.0765 -1.6875 -3.6670 -0.1 0.2 -0.5
H 1.3148 -3.2576 -4.2347 -0.3 0.6 -0.1
H 2.5414 -3.2378 -3.0341 0.2 0.1 0.0
H 3.2916 -3.7842 -5.1947 0.0 0.0 0.0
```
Positions in Å, forces in eV/Å.

Output
* gap between HOMO and LUMO: 8.487 eV
* SMILES: CC1(C)CCCC(C)(C)N1O.CC1(C)CCCC(C)(C)N1O.CC1(C)CCCC(C)(C)N1O.COCCNCCOC.COCCNCCOC.COCCNCCOC.CO
* total charge: 0
* HOMO energy: -8.25 eV


Look up the total charge of the third one.
0